Entry from the OMol25 dataset: a single C2H5N3OS molecule at a distorted geometry (ωB97M-V/def2-TZVPD).

Geometry (Å):
N1 -3.51662 0.26471 0.19122
N2 -2.34522 -0.15182 -0.25134
C1 -1.22249 0.30870 0.30934
S1 0.27980 -0.67801 -0.38441
C2 1.36319 0.76500 -0.45147
N3 2.65303 0.74817 -0.03002
O1 2.82624 -0.44571 0.68006
H1 -3.17656 0.70124 1.08449
H2 -4.17604 -0.60825 0.47394
H3 -1.18842 1.03317 1.02826
H4 1.10935 1.68874 -1.01071
H5 1.96248 -0.87068 0.61787

Properties
* E_tot: -19502.971 eV
* LUMO level: 0.13 eV
* highest occupied orbital energy: -9.0 eV
* energy relative to the best compared isomer or geometry (same formula, charge and spin): 5.979 eV
* structure (SMILES): N/N=C/S/C=N\O

---

Entry from the OMol25 dataset: a molecular structure, C30H30F4KN5O3S at a distorted geometry (ωB97M-V/def2-TZVPD).

Geometry (Å):
K1 0.00491 -0.05314 -0.13737
C1 1.92955 -2.38372 1.53295
C2 1.41319 -1.38410 2.56200
N1 1.59414 0.01410 2.18626
C3 3.00054 0.38432 2.12891
C4 3.29357 1.58519 1.22553
C5 0.79693 0.86762 3.05200
C6 0.46596 2.27587 2.54317
N2 -0.06620 2.22767 1.20915
C7 -0.80643 3.18324 0.72072
C8 -1.31969 3.02594 -0.61749
F1 -0.94272 1.91928 -1.30284
C9 -2.14407 3.92485 -1.22794
F2 -2.59294 3.66869 -2.47775
C10 -2.54594 5.11323 -0.62165
C11 -2.03644 5.33036 0.64686
F3 -2.36334 6.49129 1.27154
C12 -1.22155 4.43770 1.29693
F4 -0.77530 4.80965 2.53659
H1 1.61408 -3.38569 1.83151
H2 3.01638 -2.38452 1.43829
H3 1.48961 -2.16327 0.55962
H4 1.87418 -1.58712 3.55257
H5 0.33947 -1.55350 2.64348
H6 3.53832 -0.46818 1.71911
H7 3.39567 0.56540 3.14951
H8 2.58479 1.57718 0.39949
H9 4.30721 1.52279 0.82301
H10 3.19726 2.53491 1.74907
H11 1.28726 0.98165 4.04247
H12 -0.16216 0.36730 3.20325
H13 1.35387 2.92171 2.59473
H14 -0.24509 2.68346 3.27502
H15 -3.17711 5.83277 -1.11800
C13 2.72548 1.95459 -2.66399
O1 2.98295 1.10896 -3.77598
C14 2.22698 -0.04219 -3.96766
C15 2.21496 -0.48513 -5.26916
C16 1.47616 -1.60951 -5.65416
C17 0.71070 -2.24305 -4.70139
C18 0.71034 -1.84068 -3.36035
C19 -0.23873 -2.47801 -2.47058
N3 -0.34520 -2.25500 -1.21724
N4 -1.39319 -2.89814 -0.59280
C20 -1.80484 -2.35076 0.53682
O2 -1.44113 -1.28436 1.10324
C21 -2.89245 -3.16423 1.20390
C22 -3.28850 -2.79912 2.48887
C23 -4.23966 -3.53217 3.18194
C24 -4.82464 -4.64540 2.59355
C25 -4.45567 -5.00274 1.30188
C26 -3.49935 -4.27204 0.61324
C27 1.55775 -0.76401 -2.90422
O3 1.70146 -0.47598 -1.67858
H16 3.17934 2.91906 -2.91124
H17 3.17311 1.56603 -1.75257
H18 1.65852 2.09910 -2.49482
H19 2.78861 0.06982 -6.00454
H20 1.48445 -1.94230 -6.68555
H21 0.08168 -3.08209 -4.98883
H22 -0.96450 -3.14326 -2.96178
H23 -2.81887 -1.92095 2.91460
H24 -4.51638 -3.23671 4.18824
H25 -5.56220 -5.22740 3.13514
H26 -4.91439 -5.86638 0.83187
H27 -3.19879 -4.54905 -0.38793
S1 -5.60155 -0.77073 -0.15274
C28 -5.37962 0.80367 0.50772
C29 -4.13669 1.26052 0.20520
N5 -3.37029 0.40861 -0.53987
C30 -3.98823 -0.68510 -0.80716
H28 -6.16464 1.28727 1.06512
H29 -3.72321 2.21190 0.51133
H30 -3.56837 -1.51333 -1.36281

Properties
* E_tot: -83219.949 eV
* LUMO level: 4.11 eV
* highest occupied orbital energy: -1.2 eV
* charge: -2
* energy relative to the best compared isomer or geometry (same formula, charge and spin): 0.836 eV

---

Entry from the OMol25 dataset: a single C22H32N4O3 molecule (ωB97M-V/def2-TZVPD).

Geometry (Å):
C1 -6.75346 -3.60917 -0.37074
C2 -7.38877 -2.80910 0.76069
C3 -6.87439 -1.37200 0.84091
C4 -7.27370 -0.52997 -0.36945
C5 -6.95452 0.95208 -0.17639
N1 -5.52681 1.17650 0.02490
C6 -5.10045 1.43076 1.31507
O1 -5.84855 1.50419 2.26142
N2 -3.74586 1.60358 1.46745
C7 -2.82761 1.56084 0.44925
C8 -1.46816 1.75084 0.67937
C9 -0.56882 1.69545 -0.37288
C10 0.87579 1.92761 -0.05034
O2 1.22069 2.64310 0.86906
N3 1.74944 1.29077 -0.86344
C11 3.17648 1.34478 -0.65328
C12 3.70189 0.05246 -0.01217
N4 5.13819 -0.06663 -0.16207
C13 5.86576 0.85437 0.69550
C14 7.35475 0.81645 0.36791
C15 7.91324 -0.59209 0.55914
C16 9.38973 -0.66210 0.18486
C17 7.07735 -1.54743 -0.29002
C18 5.59903 -1.42577 0.06376
C19 -1.02785 1.47331 -1.67452
C20 -2.37313 1.29071 -1.90626
C21 -3.28382 1.32238 -0.85092
C22 -4.71573 1.11889 -1.09947
O3 -5.18583 0.91477 -2.19826
H1 -7.02137 -3.19640 -1.33955
H2 -5.66906 -3.60073 -0.28065
H3 -7.09107 -4.64270 -0.33789
H4 -7.17566 -3.30741 1.70934
H5 -8.47324 -2.79629 0.63144
H6 -7.27195 -0.90208 1.74329
H7 -5.78512 -1.38956 0.93313
H8 -8.34870 -0.61894 -0.53652
H9 -6.76041 -0.88239 -1.26439
H10 -7.25210 1.51123 -1.06666
H11 -7.46672 1.34471 0.70309
H12 -3.43294 1.79981 2.40908
H13 -1.09894 1.95060 1.67407
H14 1.40571 0.61174 -1.52350
H15 3.68160 1.49356 -1.61140
H16 3.35748 2.20528 -0.00784
H17 3.38218 0.01067 1.04414
H18 3.24404 -0.79491 -0.53359
H19 5.48458 1.86233 0.52761
H20 5.71483 0.60429 1.76223
H21 7.88339 1.52611 1.00669
H22 7.49370 1.11929 -0.67122
H23 7.80372 -0.87284 1.61348
H24 9.53000 -0.38883 -0.85871
H25 9.97233 0.02038 0.79945
H26 9.77379 -1.66929 0.33045
H27 7.40216 -2.57831 -0.13711
H28 7.20783 -1.29782 -1.34425
H29 5.01579 -2.09731 -0.57244
H30 5.44543 -1.73333 1.11517
H31 -0.33888 1.47663 -2.50530
H32 -2.75732 1.12289 -2.90073

Properties
* E_tot: -35439.270 eV
* LUMO level: -0.09 eV
* highest occupied orbital energy: -8.9 eV
* energy relative to the best compared isomer or geometry (same formula, charge and spin): 0.079 eV
* structure (SMILES): CCCCCn1c(=O)[nH]c2cc(C(=O)NCCN3CCC(C)CC3)ccc2c1=O

---

Entry from the OMol25 dataset: 2 unconnected molecules or ions with the total composition H2IO at a distorted geometry (ωB97M-V/def2-TZVPD).

Geometry (Å):
O1 -0.21323 -1.09832 0.98714
H1 0.33976 -0.37986 0.60470
H2 -0.83245 -1.34646 0.26379
I1 0.70593 2.82464 -1.85562

Properties
* E_tot: -10183.159 eV
* LUMO level: 3.85 eV
* highest occupied orbital energy: -3.4 eV
* charge: -1
* energy relative to the best compared isomer or geometry (same formula, charge and spin): 0.234 eV

---

Entry from the OMol25 dataset: a single C5H8O3 molecule at a distorted geometry (ωB97M-V/def2-TZVPD).

Geometry (Å):
O1 0.02102 1.59558 1.46551
C1 -0.68469 0.60920 0.75242
C2 -0.97329 0.97665 -0.78585
O2 0.00514 0.18437 -1.60735
C3 0.88822 -0.09958 -0.55117
C4 1.52169 -1.21234 0.30245
C5 0.12810 -0.68011 0.45935
O3 -0.77499 -1.66451 -0.00082
H1 0.73290 2.09794 0.90173
H2 -1.62219 0.55708 1.47648
H3 -1.98553 0.71679 -1.11296
H4 -0.87115 2.04792 -0.99471
H5 1.38672 0.78400 -0.24297
H6 2.36084 -0.70762 0.75989
H7 1.54729 -2.28098 0.29647
H8 -0.83836 -1.70162 -1.00587

Properties
* E_tot: -11451.957 eV
* LUMO level: 0.73 eV
* highest occupied orbital energy: -9.4 eV
* energy relative to the best compared isomer or geometry (same formula, charge and spin): 5.562 eV
* structure (SMILES): O[C@H]1CO[C@@H]2C[C@@]12O

---

Entry from the OMol25 dataset: a molecular structure, C18H17ClNO6RhS (ωB97M-V/def2-TZVPD).

Geometry (Å):
Rh1 -0.41196 0.96428 0.49774
O1 5.37355 -0.63825 0.81864
C1 4.06359 -0.32924 0.71137
C2 3.35298 -0.52678 -0.47396
C3 2.01848 -0.17744 -0.48501
N1 1.46891 0.31774 0.61066
C4 2.10894 0.52456 1.75426
C5 3.44384 0.20200 1.84790
C6 1.22256 1.12981 2.84469
O2 1.70509 1.33680 3.93813
O3 0.02156 1.43097 2.46042
C7 1.01650 -0.31308 -1.64203
O4 1.37843 -0.84300 -2.67175
O5 -0.17755 0.12464 -1.37671
H1 5.70509 -0.98556 -0.01690
H2 3.80975 -0.93797 -1.36541
H3 3.99047 0.35823 2.76652
O6 -1.31480 -0.86458 1.12159
S1 -0.78186 -2.12990 0.47646
C8 -1.87056 -2.42692 -0.93756
C9 -3.17125 -2.93490 -0.33454
C10 -2.74994 -4.00895 0.66563
C11 -1.57670 -3.43933 1.46795
H4 -1.38248 -3.17932 -1.56129
H5 -1.92006 -1.48591 -1.48359
H6 -3.83822 -3.32673 -1.10217
H7 -3.68257 -2.11492 0.17322
H8 -2.42983 -4.90270 0.12604
H9 -3.56124 -4.30171 1.33134
H10 -0.82919 -4.17902 1.74745
H11 -1.89426 -2.90167 2.36140
Cl1 -3.03441 2.26707 -2.49747
C12 -1.49271 2.71502 -1.85385
C13 -0.47502 3.01993 -2.69213
C14 0.81140 3.35575 -2.18750
C15 1.02423 3.40524 -0.85040
C16 -0.01862 3.07277 0.06512
C17 -1.32930 2.72713 -0.42208
C18 -2.21630 2.12159 0.50938
H12 -0.64128 2.99497 -3.76030
H13 1.60281 3.58996 -2.88610
H14 1.98701 3.70341 -0.45490
H15 0.07553 3.39295 1.09596
H16 -3.13454 1.68497 0.14197
H17 -2.24605 2.50808 1.52177

Properties
* E_tot: -59083.621 eV
* LUMO level: -0.21 eV
* highest occupied orbital energy: -8.4 eV
* energy relative to the best compared isomer or geometry (same formula, charge and spin): 0.067 eV